# 1
ORCA calculation (ωB97M-V/def2-TZVPD) on a cluster of 11 separate species, C32H74N10O14S in total at a distorted geometry.

Structure (XYZ):
```
131
Properties=species:S:1:pos:R:3:lowdin_spin:R:1
C -0.012 1.229 5.051 0.000
C 0.342 1.048 6.562 0.000
O 1.772 1.002 6.665 0.000
S 2.567 1.439 5.270 0.000
O 3.736 0.595 5.154 0.000
O 2.760 2.889 5.264 0.000
O 1.234 0.933 4.391 0.000
H -0.402 2.216 4.801 0.000
H -0.853 0.603 4.750 0.000
H -0.037 0.095 6.930 0.000
H -0.079 1.841 7.179 0.000
C -4.219 3.230 2.690 0.000
C -3.002 2.838 1.870 0.000
O -3.210 2.274 0.761 0.000
N -1.771 3.195 2.398 0.000
C -0.530 2.969 1.664 0.000
H -4.204 2.671 3.625 0.000
H -5.157 2.923 2.227 0.000
H -4.354 4.286 2.925 0.000
H -1.824 3.780 3.220 0.000
H 0.181 2.359 2.221 0.000
H -0.062 3.943 1.526 0.000
H -0.684 2.593 0.653 0.000
C 4.358 3.450 -2.998 0.000
C 3.257 2.477 -3.322 0.000
O 2.117 2.875 -2.974 0.000
N 3.472 1.279 -3.889 0.000
C 2.428 0.224 -4.016 0.000
H 3.912 4.441 -3.080 0.000
H 5.020 3.380 -3.860 0.000
H 4.758 3.242 -2.005 0.000
H 4.417 1.160 -4.224 0.000
H 1.957 0.140 -3.037 0.000
H 3.022 -0.682 -4.135 0.000
H 1.733 0.351 -4.846 0.000
C 2.574 1.659 1.215 0.000
C 3.906 0.978 0.987 0.000
O 4.923 1.293 1.619 0.000
N 3.961 0.161 -0.082 0.000
C 5.238 -0.384 -0.617 0.000
H 2.162 1.918 0.239 0.000
H 2.776 2.529 1.839 0.000
H 2.026 0.914 1.790 0.000
H 3.155 0.075 -0.685 0.000
H 4.856 -1.307 -1.053 0.000
H 6.122 -0.604 -0.019 0.000
H 5.605 0.291 -1.390 0.000
C -4.278 -1.344 2.466 0.000
C -4.827 -0.305 3.327 0.000
O -5.814 0.375 3.127 0.000
N -4.096 -0.205 4.488 0.000
C -4.733 0.562 5.623 0.000
H -3.527 -1.960 2.961 0.000
H -3.829 -0.937 1.561 0.000
H -5.042 -2.036 2.111 0.000
H -3.305 -0.804 4.678 0.000
H -5.254 1.441 5.243 0.000
H -3.907 0.684 6.323 0.000
H -5.602 -0.033 5.905 0.000
C -0.306 -0.775 -8.511 0.000
C -1.350 -0.013 -7.677 0.000
O -2.262 0.602 -8.197 0.000
N -1.242 -0.060 -6.325 0.000
C -2.194 0.490 -5.284 0.000
H 0.492 -0.038 -8.604 0.000
H -0.705 -0.921 -9.515 0.000
H 0.038 -1.652 -7.963 0.000
H -0.475 -0.641 -6.018 0.000
H -3.142 0.877 -5.657 0.000
H -1.688 1.070 -4.512 0.000
H -2.493 -0.406 -4.740 0.000
C 3.117 -2.136 2.029 -0.011
C 2.295 -3.379 1.750 -0.008
O 2.435 -4.477 2.323 0.301
N 1.276 -3.209 0.825 0.532
C 0.140 -4.020 0.570 0.082
H 3.284 -2.095 3.106 -0.003
H 2.556 -1.275 1.667 0.001
H 4.062 -2.238 1.496 -0.004
H 1.257 -2.326 0.335 0.008
H -0.635 -3.320 0.260 0.016
H -0.184 -4.674 1.380 0.007
H 0.321 -4.609 -0.330 0.043
C -0.562 0.372 -1.763 0.002
C -0.243 -0.289 -0.413 0.002
O 0.917 -0.806 -0.300 0.026
N -1.059 -0.159 0.550 0.001
C -0.816 -0.451 1.977 0.000
H -1.583 0.751 -1.705 0.000
H -0.611 -0.328 -2.597 0.000
H 0.175 1.146 -1.976 0.000
H -1.911 0.334 0.326 0.000
H -1.032 -1.513 2.089 0.000
H -1.533 0.129 2.557 0.000
H 0.183 -0.242 2.360 0.000
C 0.123 -2.771 4.812 0.000
C -1.373 -2.609 4.971 0.000
O -1.879 -1.503 4.728 0.000
N -2.021 -3.731 5.344 0.000
C -3.379 -3.784 5.760 0.000
H 0.471 -3.641 5.369 0.000
H 0.669 -1.918 5.214 0.000
H 0.420 -2.814 3.764 0.000
H -1.458 -4.485 5.711 0.000
H -3.917 -3.881 4.816 0.000
H -3.637 -2.829 6.218 0.000
H -3.399 -4.635 6.440 0.000
C -0.465 3.648 -5.742 0.000
C -1.110 4.017 -4.445 0.000
O -2.263 4.468 -4.478 0.000
N -0.451 3.846 -3.318 0.000
C -0.898 4.190 -1.982 0.000
H -1.122 3.987 -6.543 0.000
H -0.359 2.564 -5.777 0.000
H 0.527 4.101 -5.763 0.000
H 0.316 3.195 -3.414 0.000
H -0.232 3.840 -1.193 0.000
H -1.853 3.686 -1.838 0.000
H -1.130 5.241 -1.807 0.000
C 0.122 -4.179 -5.322 0.000
C 0.850 -3.364 -4.238 0.000
O 0.548 -2.189 -4.224 0.001
N 1.737 -3.954 -3.437 0.002
C 2.656 -3.270 -2.589 0.001
H -0.308 -5.119 -4.976 0.000
H 0.900 -4.327 -6.071 0.000
H -0.594 -3.542 -5.842 0.000
H 1.858 -4.947 -3.581 0.000
H 3.061 -4.054 -1.948 0.000
H 2.021 -2.585 -2.027 0.001
H 3.311 -2.621 -3.170 0.000
```

Values from the calculation:
Total charge = +1
Multiplicity = 2
HOMO-LUMO gap (spin up / spin down) = 7.38 / 2.15 eV
Expectation value of S² = 0.7774
Highest occupied orbital energy (spin up / spin down) = -10.25 / -10.25 eV
Total energy = -88778.32345 eV


# 2
ORCA calculation (ωB97M-V/def2-TZVPD) on a cluster of 6 separate species, C32H76BrFNO24P5S in total at a distorted geometry.

Structure (XYZ):
```
141
Properties=species:S:1:pos:R:3:lowdin_charge:R:1
C 1.294 2.960 0.358 -0.106
O 2.078 2.835 -0.853 -0.246
C 1.630 1.678 -1.622 -0.216
C 2.611 1.511 -2.869 -0.152
C 3.037 -0.031 -3.143 -0.210
C 1.894 -0.870 -3.866 -0.202
C 1.849 -2.445 -3.624 -0.202
C 3.142 -3.162 -3.052 -0.197
C 2.730 -4.322 -1.980 -0.176
C 1.936 -3.742 -0.700 -0.188
C 2.453 -2.304 -0.214 -0.157
C 2.067 -1.932 1.291 -0.299
C 2.810 -0.514 1.508 -0.159
C 4.137 -0.584 2.391 -0.651
C 4.645 0.957 2.563 -0.153
Br 5.659 -1.520 1.476 0.678
C 2.585 -3.055 2.347 -0.354
O 3.373 -3.985 2.138 0.077
N 1.841 -2.663 3.554 0.073
C 0.592 -1.903 3.236 -0.139
C 0.513 -2.043 1.628 -0.243
S -0.720 -0.980 0.757 0.862
O -0.923 0.346 1.480 -0.312
O -2.052 -1.695 0.858 -0.345
F -0.438 -0.788 -0.880 -0.208
H 0.230 3.331 0.182 0.104
H 1.206 1.924 0.830 0.053
H 1.798 3.626 1.143 0.106
H 0.529 1.814 -1.929 0.137
H 1.679 0.741 -0.972 0.082
H 3.588 2.047 -2.587 0.122
H 2.248 1.996 -3.831 0.115
H 3.926 0.034 -3.871 0.119
H 3.407 -0.463 -2.157 0.086
H 1.921 -0.625 -4.991 0.115
H 0.887 -0.436 -3.504 0.103
H 0.904 -2.672 -3.004 0.099
H 1.629 -2.929 -4.649 0.113
H 3.906 -2.519 -2.521 0.087
H 3.696 -3.734 -3.882 0.116
H 2.209 -5.203 -2.474 0.106
H 3.735 -4.698 -1.562 0.119
H 0.829 -3.589 -0.997 0.100
H 1.903 -4.524 0.140 0.113
H 3.582 -2.286 -0.371 0.091
H 1.955 -1.532 -0.892 0.090
H 2.072 0.169 2.072 0.119
H 3.091 -0.082 0.495 0.115
H 3.983 -0.965 3.454 0.104
H 5.274 1.003 3.522 0.086
H 5.386 1.143 1.704 0.058
H 3.792 1.705 2.551 0.077
H 1.472 -3.445 4.117 0.139
H -0.393 -2.276 3.677 0.148
H 0.582 -0.776 3.388 0.120
H 0.061 -3.087 1.506 0.154
C 0.568 -8.205 -5.187 -0.136
O 1.897 -8.691 -5.366 -0.278
P 2.499 -9.574 -4.015 0.758
O 3.035 -8.301 -3.364 -0.260
O 3.659 -10.256 -4.963 -0.262
C 3.456 -10.464 -6.357 -0.118
O 2.985 -10.573 -2.710 -0.320
C 4.308 -10.429 -2.212 -0.141
H 0.275 -7.650 -6.079 0.090
H -0.121 -9.042 -5.050 0.080
H 0.518 -7.540 -4.321 0.078
H 3.737 -9.559 -6.900 0.090
H 2.428 -10.740 -6.585 0.081
H 4.113 -11.273 -6.682 0.090
H 4.384 -9.530 -1.597 0.083
H 5.044 -10.396 -3.015 0.082
H 4.522 -11.293 -1.581 0.088
C -1.634 7.757 -5.572 -0.138
O -0.297 7.296 -5.753 -0.279
P 0.349 6.493 -4.372 0.755
O 0.865 7.808 -3.793 -0.256
O 1.513 5.791 -5.302 -0.264
C 1.296 5.510 -6.681 -0.122
O 0.865 5.571 -3.022 -0.320
C 2.189 5.765 -2.542 -0.132
H -1.956 8.262 -6.484 0.089
H -2.299 6.913 -5.382 0.079
H -1.685 8.463 -4.738 0.083
H 1.550 6.393 -7.272 0.090
H 0.272 5.201 -6.880 0.080
H 1.967 4.699 -6.975 0.088
H 2.253 6.695 -1.974 0.085
H 2.919 5.771 -3.351 0.084
H 2.425 4.939 -1.869 0.069
C -6.812 2.799 3.873 -0.132
O -5.475 2.341 3.687 -0.267
P -4.862 1.432 5.014 0.772
O -4.350 2.694 5.704 -0.277
O -3.688 0.798 4.054 -0.256
C -3.881 0.624 2.652 -0.108
O -4.363 0.406 6.294 -0.316
C -3.046 0.560 6.801 -0.140
H -7.111 3.374 2.996 0.091
H -7.487 1.948 3.984 0.081
H -6.878 3.439 4.758 0.081
H -3.614 1.549 2.136 0.098
H -4.903 0.336 2.412 0.088
H -3.210 -0.159 2.309 0.050
H -2.988 1.444 7.440 0.079
H -2.307 0.628 6.001 0.080
H -2.818 -0.316 7.409 0.087
C -2.043 4.862 6.085 -0.125
O -1.213 4.600 7.217 -0.274
P -0.295 5.961 7.734 0.755
O 0.853 5.606 6.792 -0.265
O -0.054 5.264 9.207 -0.266
C -0.996 4.352 9.762 -0.121
O 0.461 7.397 8.287 -0.321
C 1.822 7.329 8.682 -0.147
H -2.573 3.947 5.821 0.055
H -2.775 5.635 6.330 0.084
H -1.437 5.183 5.233 0.084
H -0.777 3.345 9.401 0.087
H -2.022 4.627 9.524 0.082
H -0.879 4.358 10.848 0.088
H 2.468 7.285 7.803 0.082
H 2.015 6.474 9.331 0.080
H 2.056 8.241 9.232 0.086
C -4.053 -2.189 -1.019 -0.146
O -5.064 -1.921 -1.991 -0.267
P -5.355 -0.243 -2.238 0.760
O -6.398 -0.211 -1.122 -0.262
O -6.082 -0.560 -3.681 -0.264
C -5.723 -1.695 -4.462 -0.120
O -5.476 1.440 -2.543 -0.322
C -6.770 2.005 -2.680 -0.145
H -3.944 -3.269 -0.915 0.096
H -3.103 -1.767 -1.346 0.058
H -4.331 -1.765 -0.052 0.070
H -6.308 -2.557 -4.133 0.090
H -4.659 -1.914 -4.403 0.080
H -5.978 -1.489 -5.503 0.088
H -7.240 2.114 -1.700 0.081
H -7.407 1.411 -3.336 0.081
H -6.656 2.999 -3.116 0.086
```

Values from the calculation:
Total charge = 0
Multiplicity = 1
HOMO-LUMO gap = 6.35 eV
SMILES = COCCCCCCCCC[C@]1(C[C@H](C)Br)C(=O)NC[C@H]1S(=O)(=O)F.COP(=O)(OC)OC.COP(=O)(OC)OC.COP(=O)(OC)OC.COP(=O)(OC)OC.COP(=O)(OC)OC
Highest occupied orbital energy = -9.15 eV
Total energy = -215068.56058 eV


# 3
ORCA calculation (ωB97M-V/def2-TZVPD) on a structure of composition C32H76N4O36S8 at a distorted geometry.

Structure (XYZ):
```
156
Properties=species:S:1:pos:R:3:lowdin_charge:R:1
C -1.158 0.307 -7.466 -0.090
C 0.204 -0.044 -6.997 -0.420
C 1.261 1.028 -7.430 -0.170
O 0.952 2.263 -6.758 -0.259
C 1.486 3.487 -7.258 -0.091
N 0.124 -0.299 -5.535 0.055
H -1.238 0.236 -8.573 0.094
H -1.349 1.305 -7.110 0.062
H -1.913 -0.359 -7.092 0.072
H 0.454 -0.994 -7.571 0.153
H 1.157 1.233 -8.549 0.133
H 2.314 0.837 -7.354 0.102
H 1.013 3.736 -8.247 0.099
H 2.540 3.212 -7.426 0.087
H 1.437 4.352 -6.614 0.076
H 0.057 0.542 -5.011 0.044
H 0.869 -0.943 -5.243 0.077
C 3.718 0.652 -3.783 -0.039
C 5.018 1.236 -3.068 -0.431
C 4.689 1.932 -1.818 -0.221
O 5.892 2.241 -1.081 -0.217
C 5.658 2.696 0.240 -0.097
N 5.924 0.179 -2.660 0.053
H 3.163 -0.039 -3.009 0.089
H 4.056 0.013 -4.655 0.079
H 2.975 1.450 -4.069 0.073
H 5.523 2.057 -3.632 0.145
H 4.260 1.295 -1.108 0.090
H 4.012 2.799 -1.940 0.147
H 4.967 2.048 0.859 0.072
H 5.357 3.734 0.208 0.083
H 6.667 2.663 0.729 0.107
H 6.427 -0.251 -3.364 0.049
H 6.556 0.506 -1.931 0.082
C -3.537 3.310 0.417 -0.064
C -2.791 2.942 1.669 -0.470
C -2.768 4.131 2.638 -0.161
O -2.051 3.982 3.933 -0.227
C -2.624 4.870 4.934 -0.092
N -3.306 1.801 2.368 0.070
H -4.589 3.536 0.506 0.076
H -3.615 2.403 -0.179 0.070
H -2.951 4.061 -0.180 0.087
H -1.764 2.627 1.383 0.136
H -3.899 4.233 2.830 0.132
H -2.461 5.132 2.286 0.126
H -3.746 4.888 4.924 0.097
H -2.218 5.883 4.820 0.083
H -2.317 4.475 5.893 0.070
H -2.724 1.476 3.103 0.038
H -4.220 1.955 2.719 0.071
C 0.809 -1.404 -1.164 -0.041
C 0.054 -0.889 0.086 -0.386
C 1.098 -0.034 0.899 -0.174
O 2.132 -0.923 1.386 -0.219
C 1.742 -1.582 2.547 -0.094
N -1.067 0.013 -0.229 0.054
H 0.272 -1.534 -2.153 0.094
H 1.280 -2.382 -0.927 0.073
H 1.673 -0.765 -1.374 0.047
H -0.353 -1.696 0.700 0.111
H 0.636 0.469 1.782 0.114
H 1.437 0.609 0.140 0.097
H 0.652 -1.395 2.741 0.085
H 2.343 -1.237 3.471 0.118
H 1.857 -2.674 2.375 0.088
H -1.566 0.399 0.607 0.074
H -0.808 0.807 -0.814 0.049
C -1.442 3.943 -4.599 -0.171
C -2.595 3.410 -3.818 -0.147
O -2.005 2.897 -2.638 -0.197
S -0.571 3.522 -2.341 0.570
O 0.297 2.423 -2.480 -0.227
O -0.462 4.338 -1.199 -0.207
O -0.525 4.486 -3.643 -0.173
H -1.680 4.786 -5.224 0.132
H -0.926 3.244 -5.302 0.129
H -3.139 2.672 -4.298 0.099
H -3.302 4.213 -3.472 0.156
C 1.372 3.953 4.482 -0.126
C 0.891 2.513 4.551 -0.160
O 2.126 1.768 4.539 -0.176
S 2.973 2.456 3.407 0.530
O 2.334 2.052 2.197 -0.224
O 4.344 2.259 3.593 -0.192
O 2.676 3.885 3.892 -0.172
H 1.481 4.460 5.446 0.140
H 0.724 4.555 3.784 0.147
H 0.281 2.150 3.763 0.104
H 0.414 2.399 5.516 0.114
C -3.941 -1.937 -1.007 -0.158
C -2.829 -2.750 -1.685 -0.122
O -3.389 -4.096 -1.874 -0.165
S -4.304 -4.278 -0.542 0.604
O -3.500 -4.846 0.491 -0.247
O -5.504 -5.011 -0.914 -0.247
O -4.645 -2.828 -0.155 -0.169
H -4.705 -1.544 -1.678 0.117
H -3.622 -1.138 -0.383 0.106
H -2.078 -2.831 -0.860 0.109
H -2.555 -2.303 -2.604 0.123
C -1.214 -1.703 6.536 -0.142
C -1.371 -1.569 4.980 -0.084
O -1.640 -0.102 4.817 -0.245
S -2.393 0.528 6.103 0.621
O -3.791 0.644 5.863 -0.224
O -1.630 1.663 6.499 -0.239
O -2.161 -0.770 7.080 -0.198
H -0.165 -1.349 6.784 0.158
H -1.478 -2.667 6.845 0.104
H -2.242 -2.062 4.531 0.138
H -0.438 -1.771 4.481 0.089
C -1.389 -5.326 2.803 -0.112
C -1.054 -6.772 2.279 -0.082
O -0.334 -6.440 1.071 -0.195
S 0.293 -4.987 1.036 0.542
O -0.322 -4.126 0.084 -0.224
O 1.670 -5.057 1.091 -0.196
O -0.180 -4.538 2.492 -0.237
H -1.449 -5.134 3.906 0.120
H -2.246 -4.830 2.270 0.109
H -1.985 -7.327 1.963 0.159
H -0.339 -7.281 2.804 0.097
C 4.957 -1.698 0.250 -0.180
C 5.038 -0.704 1.401 -0.064
O 5.188 -1.733 2.501 -0.218
S 5.785 -3.131 1.941 0.575
O 4.829 -4.200 2.055 -0.233
O 7.027 -3.391 2.541 -0.208
O 5.928 -2.712 0.459 -0.150
H 5.116 -1.220 -0.696 0.101
H 3.959 -2.171 0.171 0.135
H 4.126 -0.115 1.521 0.108
H 5.973 -0.226 1.371 0.114
C -8.017 0.704 -5.056 -0.119
C -7.635 1.373 -3.684 -0.119
O -6.228 1.100 -3.612 -0.206
S -5.628 0.204 -4.745 0.535
O -4.867 -0.900 -4.298 -0.202
O -5.007 1.090 -5.655 -0.223
O -7.021 -0.334 -5.195 -0.181
H -7.966 1.378 -5.928 0.136
H -9.002 0.268 -5.010 0.125
H -8.181 0.981 -2.810 0.133
H -7.833 2.460 -3.665 0.134
C 3.188 -4.869 4.179 -0.167
C 3.575 -3.575 4.822 -0.143
O 2.317 -3.150 5.396 -0.203
S 1.471 -4.450 5.911 0.619
O 0.105 -4.303 5.505 -0.247
O 1.694 -4.802 7.253 -0.211
O 2.277 -5.571 5.087 -0.170
H 3.989 -5.510 3.831 0.131
H 2.634 -4.710 3.260 0.085
H 3.856 -2.786 4.200 0.076
H 4.336 -3.743 5.615 0.155
```

Values from the calculation:
Total charge = 0
Multiplicity = 1
HOMO-LUMO gap = 8.64 eV
Highest occupied orbital energy = -8.68 eV
Total energy = -200756.67634 eV